Model P:
DFT (ωB97M-V/def2-TZVPD) results for 2 unconnected molecules or ions with the total composition C3H2Cl2S.

XYZ file:
```
8
Properties=species:S:1:pos:R:3:lowdin_charge:R:1
Cl -0.76134 -0.95729 1.49058 0.6078
C 0.93497 -1.65305 -1.68959 -0.6011
H 0.47223 2.02656 -0.22594 0.1094
C -0.41682 0.62693 0.98786 -1.2447
C 0.36381 0.89449 -0.00298 -0.1174
H 0.76130 0.05561 -0.57898 -0.0497
S -0.02786 -2.74329 -1.97332 0.7311
Cl -1.32628 1.75003 1.99237 0.5646
```

M: 141.0 g mol⁻¹
Orbital gap: 9.50 eV

=====

Model Q:
DFT (ωB97M-V/def2-TZVPD) results for 2 unconnected molecules or ions with the total composition C3H2Cl2S.

XYZ file:
```
8
Properties=species:S:1:pos:R:3:lowdin_charge:R:1
C -0.36971 0.64216 -0.10346 -0.0997
Cl -1.37776 -1.13635 1.54445 0.7053
C -1.31270 0.12466 0.51667 -1.2539
C 1.72023 -0.60262 -0.39615 -0.5855
H -0.28066 1.30884 -0.94982 0.0562
H 1.58221 -1.16751 -1.34978 0.0178
S 2.99256 -0.20274 0.37089 0.7091
Cl -2.95418 1.03357 0.36720 0.4507
```

M: 141.0 g mol⁻¹
Orbital gap (alpha / beta): 7.68 / 7.30 eV

=====

Top of the stability list: model P, leading by 0.0766 hartree.